--- one ---
Computed, not measured: a single C6H10O molecule, with ωB97M-V/def2-TZVPD.

Geometry as XYZ:
```
17
C6H10O | the Open Molecules 2025 dataset | ωB97M-V/def2-TZVPD
C 1.9750 -0.0231 -0.3230
C 0.7410 0.1326 0.4899
C 0.0996 -0.9292 1.0008
C -1.3718 -0.8643 0.6451
C -1.0732 -0.2044 -0.7387
C -0.2898 1.0199 -0.2254
O -1.0755 1.8728 0.5867
H 2.6511 -0.7974 0.0455
H 2.5127 0.9056 -0.5357
H 1.5019 -0.3924 -1.2910
H 0.5763 -1.8913 1.1684
H -1.9478 -0.2038 1.3171
H -1.8807 -1.8312 0.6179
H -0.2310 -0.7259 -1.3139
H -1.8781 -0.1215 -1.4629
H 0.1633 1.5949 -1.0461
H -0.4729 2.4587 1.0652
```

Values from the calculation:
* net charge: 0
* structure (SMILES): CC1=CCC[C@H]1O

--- two ---
Computed, not measured: a single C6H10O molecule, with ωB97M-V/def2-TZVPD.

Geometry as XYZ:
```
17
C6H10O | the Open Molecules 2025 dataset | ωB97M-V/def2-TZVPD
O 0.8267 2.7668 1.3878
C 0.1065 1.9612 1.9280
C -0.6147 0.8685 1.1751
C 0.3398 -0.1538 0.5422
C -0.4039 -1.0451 -0.4283
C -0.6556 -0.5482 -1.8245
C 0.3068 -1.6799 -1.5868
H -0.0604 1.9945 3.0252
H -1.3154 0.3602 1.8447
H -1.1963 1.3469 0.3801
H 0.8110 -0.7548 1.3321
H 1.1402 0.3823 0.0153
H -1.2075 -1.6284 0.0211
H -1.6099 -0.7692 -2.2946
H -0.2390 0.4201 -2.0949
H 0.0073 -2.6784 -1.8915
H 1.3685 -1.4775 -1.7041
```

Values from the calculation:
* net charge: 0
* structure (SMILES): O=CCCC1CC1

Short version: two is the most stable of them.

--- one ---
Computed, not measured: a molecular structure, C6H10O, with ωB97M-V/def2-TZVPD.

Geometry as XYZ:
```
17
C6H10O | the Open Molecules 2025 dataset | ωB97M-V/def2-TZVPD
C -0.7003 1.3637 -1.4195
C -0.1824 0.4287 -0.3565
C -0.7715 0.3300 1.0630
C 0.7006 -0.0162 1.3265
C 0.8930 -1.3868 0.6501
C 0.2210 -1.0162 -0.7013
O 1.0578 0.8919 0.2457
H -0.5335 0.9687 -2.4250
H -0.1800 2.3227 -1.3164
H -1.7709 1.5313 -1.2913
H -1.5402 -0.4207 1.2768
H -1.0309 1.3242 1.4417
H 1.1910 0.1724 2.2904
H 0.3931 -2.2055 1.1839
H 1.9569 -1.6198 0.5359
H 0.9235 -1.0220 -1.5415
H -0.6274 -1.6462 -0.9624
```

Values from the calculation:
* net charge: 0

--- two ---
Computed, not measured: a single C6H10O molecule, with ωB97M-V/def2-TZVPD.

Geometry as XYZ:
```
17
C6H10O | the Open Molecules 2025 dataset | ωB97M-V/def2-TZVPD
C -1.4167 0.0276 -1.8957
C -0.2253 0.6152 -1.0738
C -0.0450 0.2877 0.4472
C 1.4234 0.7094 1.2057
O -1.2791 0.7026 1.0147
C 0.2044 -1.1522 0.7115
C 0.7846 -2.1159 1.1478
H -1.3481 0.4141 -2.9267
H -2.4099 0.3222 -1.5368
H -1.4111 -1.0655 -1.9951
H -0.3110 1.7050 -1.1579
H 0.6939 0.3022 -1.5721
H 1.3312 0.2442 2.1902
H 2.1370 0.0631 0.6924
H 2.0019 1.6423 1.4008
H -1.4758 0.1943 1.8140
H 1.3744 -2.9199 1.5344
```

Values from the calculation:
* net charge: 0
* structure (SMILES): C#C[C@](C)(O)CC

Short version: one is the most stable of them.